A:
2 unconnected molecules or ions with the total composition C3H11N3O. Source: the Open Molecules 2025 dataset; level of theory: wB97M-V/def2-TZVPD.

Positions of all 18 atoms, in Å:
C -1.56 0.71 1.08
C -0.72 -0.59 -1.56
C 0.01 -0.63 -0.26
N 1.22 1.30 -0.73
N 1.93 -0.08 1.04
N 1.24 0.01 -0.20
O 0.04 -1.82 0.43
H -1.98 -0.05 1.71
H -0.97 1.45 1.60
H -2.21 1.10 0.32
H -0.78 0.43 -1.92
H -0.20 -1.20 -2.31
H -1.73 -0.98 -1.43
H 0.75 1.95 -0.09
H 2.18 1.61 -0.86
H 2.24 -1.04 1.15
H 1.30 0.14 1.81
H -0.76 -2.32 0.21



B:
2 unconnected molecules or ions with the total composition C3H11N3O. Source: the Open Molecules 2025 dataset; level of theory: wB97M-V/def2-TZVPD.

Calculated values
SMILES string: [H]/N=C(\N)NCC.O

Positions of all 18 atoms, in Å:
C 2.88 0.65 -0.79
C 1.99 -0.36 -0.09
N 0.63 0.12 0.02
C -0.28 -0.49 0.84
N -1.30 0.40 1.25
N -0.20 -1.75 1.05
H 2.88 1.56 -0.18
H 2.49 0.88 -1.78
H 3.92 0.33 -0.80
H 1.95 -1.37 -0.51
H 2.42 -0.63 0.89
H 0.49 1.09 -0.14
H -0.82 1.13 1.75
H -2.12 0.01 1.64
H -0.96 -2.06 1.63
H -3.01 1.29 -1.06
H -3.33 0.04 -1.95
O -3.20 0.99 -1.95



Most stable: B. Least stable: A.



A:
C3H11N3O in the gas phase. Source: the Open Molecules 2025 dataset; level of theory: wB97M-V/def2-TZVPD.

Calculated values
SMILES string: CNNCN(C)O

Positions of all 18 atoms, in Å:
C 0.21 0.75 0.86
C 2.10 0.41 -0.67
C -2.37 -0.57 -0.11
N 1.43 0.00 0.79
N -0.40 0.82 -0.48
N -1.19 -0.28 -0.91
O 1.07 -1.40 0.70
H 1.75 -1.86 1.22
H -0.95 1.67 -0.61
H -0.58 -1.09 -0.94
H -0.46 0.31 1.61
H 0.48 1.77 1.14
H 2.90 -0.32 -0.71
H 1.62 0.33 -1.65
H 2.48 1.40 -0.47
H -2.99 -1.26 -0.68
H -2.16 -1.03 0.87
H -2.93 0.36 0.05



B:
2 unconnected molecules or ions with the total composition C3H11N3O. Source: the Open Molecules 2025 dataset; level of theory: wB97M-V/def2-TZVPD.

Positions of all 18 atoms, in Å:
C -1.53 0.49 1.10
C -1.57 1.24 -1.28
C 2.11 1.14 1.14
N -0.51 -0.78 -0.55
N 1.57 -0.37 -0.56
N -1.13 0.28 -0.29
O 1.47 1.01 -0.10
H -1.17 1.42 1.58
H -2.62 0.51 1.01
H -1.14 -0.28 1.75
H -2.61 1.55 -1.05
H -1.08 2.16 -1.47
H -1.44 0.69 -2.18
H 1.68 0.59 1.89
H 2.03 2.27 1.42
H 3.13 1.05 0.92
H -0.14 -1.39 0.16
H 1.63 -0.24 -1.53



C:
2 unconnected molecules or ions with the total composition C3H11N3O. Source: the Open Molecules 2025 dataset; level of theory: wB97M-V/def2-TZVPD.

Calculated values
SMILES string: [H]/N=C(\N)NCC.O

Positions of all 18 atoms, in Å:
C 1.96 -1.76 0.50
C 1.86 -0.29 0.39
N 0.62 -0.02 -0.38
C -0.24 1.05 0.03
N 0.09 2.32 -0.29
N -1.40 0.66 0.53
H 1.81 -2.23 -0.58
H 2.78 -1.98 1.06
H 1.16 -2.25 1.22
H 2.79 0.13 -0.12
H 1.87 0.05 1.45
H 0.02 -0.91 -0.54
H 0.47 2.58 -1.26
H -0.27 3.13 0.16
H -2.18 1.26 0.78
H -1.55 -1.29 -0.50
H -3.16 -0.70 -0.35
O -2.55 -1.57 -0.73



D:
2 unconnected molecules or ions with the total composition C3H11N3O. Source: the Open Molecules 2025 dataset; level of theory: wB97M-V/def2-TZVPD.

Calculated values
SMILES string: CCN=O.CNN

Positions of all 18 atoms, in Å:
C -1.47 0.07 0.55
C -2.69 -0.65 -0.02
N -0.46 0.34 -0.74
O -0.17 1.50 -0.96
H -1.76 1.07 0.89
H -1.13 -0.45 1.45
H -3.06 -0.13 -0.91
H -2.43 -1.67 -0.30
H -3.51 -0.67 0.71
C 2.30 -0.78 -0.59
N 1.53 -0.09 0.42
N 1.88 1.24 0.52
H 0.44 -0.32 0.49
H 1.57 1.78 -0.31
H 1.45 1.64 1.35
H 1.96 -1.81 -0.64
H 3.35 -0.76 -0.31
H 2.21 -0.32 -1.58



Most stable: C. Least stable: B.



A:
6 unconnected molecules or ions with the total composition BrH10O5. Source: the Open Molecules 2025 dataset; level of theory: wB97M-V/def2-TZVPD.

Calculated values
Net charge: -1

Positions of all 16 atoms, in Å:
Br -0.20 0.04 -0.54
O -2.67 1.95 0.11
H -1.74 1.58 -0.09
H -2.72 2.67 -0.33
O -1.96 -0.87 1.74
H -2.19 -1.79 1.40
H -1.54 -0.68 0.97
O 1.58 -0.13 2.18
H 1.00 0.13 1.44
H 2.17 -0.92 1.89
O 0.95 -2.86 -0.63
H 1.68 -2.92 -1.34
H 0.55 -1.98 -0.64
O 1.94 2.22 -2.05
H 2.05 1.50 -2.66
H 1.09 2.06 -1.46



B:
6 unconnected molecules or ions with the total composition BrH10O5. Source: the Open Molecules 2025 dataset; level of theory: wB97M-V/def2-TZVPD.

Calculated values
Net charge: -1

Positions of all 16 atoms, in Å:
Br 0.61 -0.14 -0.56
O 0.28 -3.52 -0.17
H 0.64 -2.63 -0.35
H 1.05 -4.05 0.06
O 1.12 3.13 0.26
H 0.81 2.24 0.00
H 0.48 3.43 0.91
O -1.30 0.33 -3.36
H -0.54 0.29 -2.75
H -1.76 -0.49 -3.18
O 1.45 -0.67 2.75
H 2.30 -0.26 2.56
H 1.01 -0.65 1.88
O -2.32 0.88 0.92
H -1.58 0.37 0.54
H -2.24 1.74 0.49



Most stable: B. Least stable: A.